{
  "formula": "C36H50As2IrN3Si",
  "method": "ωB97M-V/def2-TZVPD",
  "total_charge": 3,
  "e_lumo_ev": [-6.86, -10.49],
  "multiplicity": 6,
  "species": ["Ir", "C", "C", "N", "C", "C", "N", "C", "C", "N", "H", "H", "H", "H", "H", "H", "H", "H", "H", "H", "H", "H", "H", "H", "H", "C", "C", "As", "C", "C", "C", "C", "C", "C", "C", "C", "C", "C", "C", "C", "As", "C", "C", "C", "C", "C", "C", "C", "C", "C", "C", "C", "C", "H", "H", "H", "H", "H", "H", "H", "H", "H", "H", "H", "H", "H", "H", "H", "H", "H", "H", "H", "H", "H", "H", "H", "H", "C", "Si", "C", "C", "C", "H", "H", "H", "H", "H", "H", "H", "H", "H", "H", "H"],
  "positions_angstrom": [[1.884, -0.198, 0.546], [2.301, 2.797, 1.920], [1.489, 1.882, 2.822], [1.900, 0.468, 2.680], [3.249, 0.112, 3.205], [4.414, 0.523, 2.303], [4.195, 0.213, 0.868], [4.696, 1.246, -0.053], [3.779, 2.484, -0.061], [2.466, 2.219, 0.567], [1.803, 3.767, 1.860], [3.279, 2.989, 2.352], [1.581, 2.208, 3.861], [0.431, 1.925, 2.555], [1.226, -0.101, 3.185], [3.394, 0.556, 4.193], [3.248, -0.971, 3.334], [4.625, 1.584, 2.393], [5.307, 0.011, 2.664], [4.651, -0.663, 0.640], [5.717, 1.530, 0.209], [4.728, 0.799, -1.046], [4.260, 3.329, 0.433], [3.608, 2.784, -1.094], [1.756, 2.636, -0.025], [-2.573, 0.319, -1.482], [-1.257, -0.198, -2.051], [0.450, 0.631, -1.501], [0.032, 2.519, -1.484], [-0.725, 3.010, -0.415], [-1.024, 4.361, -0.330], [-0.557, 5.232, -1.309], [0.209, 4.752, -2.361], [0.509, 3.397, -2.452], [1.515, 0.327, -3.072], [2.792, -0.211, -2.940], [3.573, -0.437, -4.064], [3.080, -0.123, -5.322], [1.806, 0.416, -5.458], [1.021, 0.641, -4.338], [-3.083, -0.357, 0.275], [-3.423, -2.214, 0.208], [-3.471, -2.898, -1.010], [-3.770, -4.250, -1.014], [-3.996, -4.918, 0.184], [-3.928, -4.240, 1.397], [-3.636, -2.888, 1.416], [-4.566, 0.602, 0.938], [-5.674, -0.079, 1.455], [-6.765, 0.650, 1.892], [-6.746, 2.040, 1.836], [-5.636, 2.715, 1.334], [-4.539, 2.003, 0.892], [-3.400, 0.014, -2.129], [-2.608, 1.407, -1.419], [-1.273, -0.018, -3.127], [-1.139, -1.273, -1.923], [-1.067, 2.330, 0.364], [-1.613, 4.740, 0.495], [-0.788, 6.287, -1.246], [0.575, 5.433, -3.117], [1.112, 3.037, -3.276], [3.177, -0.468, -1.959], [4.563, -0.861, -3.961], [3.686, -0.299, -6.199], [1.424, 0.663, -6.439], [0.037, 1.076, -4.467], [-3.321, -2.385, -1.951], [-3.839, -4.782, -1.954], [-4.233, -5.974, 0.172], [-4.110, -4.766, 2.325], [-3.585, -2.360, 2.361], [-5.700, -1.160, 1.484], [-7.637, 0.135, 2.271], [-7.603, 2.602, 2.181], [-5.635, 3.796, 1.290], [-3.677, 2.529, 0.499], [1.883, -4.800, 1.831], [1.089, -3.286, 1.103], [0.067, -3.678, -0.399], [0.047, -2.418, 2.406], [2.570, -2.169, 0.555], [1.107, -5.507, 2.134], [2.484, -4.568, 2.712], [2.524, -5.302, 1.105], [-0.762, -4.334, -0.123], [0.656, -4.193, -1.160], [-0.359, -2.783, -0.854], [-0.769, -3.078, 2.712], [-0.413, -1.490, 2.044], [0.626, -2.203, 3.309], [2.902, -2.485, -0.440], [3.394, -2.341, 1.253]],
  "atomic_forces_ev_per_a": [[0.001, -0.066, 0.018], [-0.020, 0.009, 0.021], [-0.017, -0.004, -0.001], [0.006, 0.014, -0.017], [-0.002, -0.002, 0.000], [-0.003, 0.004, 0.006], [0.022, 0.016, -0.032], [0.018, 0.005, 0.007], [0.008, -0.006, 0.000], [-0.025, 0.034, -0.081], [-0.008, -0.012, 0.003], [0.001, 0.003, -0.006], [0.007, 0.001, -0.002], [0.012, 0.010, 0.003], [0.006, 0.014, -0.001], [-0.001, -0.001, 0.001], [0.000, -0.002, -0.001], [-0.007, -0.003, -0.002], [0.003, 0.004, -0.001], [0.000, -0.001, 0.008], [0.003, 0.004, -0.007], [0.008, 0.019, 0.021], [0.000, -0.007, 0.011], [0.015, 0.007, -0.001], [-0.019, 0.007, 0.002], [-0.013, 0.010, 0.067], [-0.016, -0.011, -0.019], [-0.030, 0.027, 0.021], [-0.004, 0.012, 0.053], [0.055, -0.054, 0.032], [-0.005, 0.001, -0.004], [0.000, 0.001, -0.009], [0.004, 0.013, -0.002], [0.000, 0.009, -0.004], [0.010, 0.017, 0.012], [-0.016, -0.009, -0.020], [0.002, 0.004, -0.001], [0.006, 0.000, -0.002], [-0.005, -0.002, 0.000], [0.018, 0.001, -0.008], [0.004, 0.058, 0.013], [0.005, -0.139, 0.046], [-0.035, 0.056, 0.008], [-0.004, -0.022, 0.020], [0.003, 0.007, 0.003], [-0.003, -0.036, -0.026], [0.043, 0.030, -0.050], [0.007, -0.005, -0.095], [-0.020, 0.004, 0.037], [0.014, -0.039, -0.004], [0.006, -0.001, -0.005], [0.006, 0.012, -0.004], [0.018, 0.040, 0.010], [0.006, 0.016, -0.018], [0.007, -0.005, -0.021], [0.028, -0.019, -0.011], [-0.024, -0.017, 0.001], [-0.021, 0.022, 0.009], [0.005, -0.007, 0.006], [0.001, 0.001, -0.001], [0.000, 0.001, -0.001], [-0.003, 0.009, 0.003], [-0.027, -0.035, -0.009], [0.001, -0.006, -0.004], [0.001, 0.000, 0.000], [0.001, -0.002, -0.002], [-0.009, -0.006, 0.005], [0.016, 0.006, -0.003], [0.003, -0.001, 0.002], [0.001, 0.000, 0.000], [-0.002, -0.004, 0.000], [0.002, 0.006, 0.002], [-0.003, -0.001, -0.003], [0.000, 0.004, 0.001], [0.000, 0.001, 0.002], [0.001, -0.002, -0.008], [0.014, 0.009, 0.000], [-0.012, -0.002, -0.005], [0.006, 0.010, 0.029], [0.005, 0.010, -0.004], [-0.036, -0.009, -0.024], [0.018, -0.010, 0.011], [0.005, -0.005, 0.006], [-0.001, 0.000, 0.004], [0.001, 0.001, 0.001], [-0.032, -0.006, -0.009], [0.012, -0.006, 0.011], [-0.014, 0.009, 0.016], [0.010, -0.005, 0.014], [-0.006, 0.002, -0.002], [-0.005, -0.013, 0.001], [0.002, 0.032, -0.016], [-0.004, -0.010, -0.009]],
  "mulliken_spin": [2.430, -0.020, 0.034, 0.147, 0.026, -0.011, 0.178, 0.006, -0.002, 0.175, 0.005, -0.001, 0.009, -0.003, 0.001, 0.004, 0.003, -0.002, 0.004, -0.015, 0.007, 0.001, 0.000, 0.008, -0.033, 0.060, 0.049, 0.228, -0.009, -0.018, 0.007, 0.006, -0.002, 0.005, -0.058, 0.056, 0.015, 0.001, 0.001, -0.003, 0.532, 0.081, 0.026, -0.010, 0.044, -0.017, 0.038, 0.058, 0.055, -0.019, 0.080, -0.021, 0.049, 0.010, 0.007, 0.008, -0.026, 0.058, 0.001, 0.000, 0.000, 0.003, 0.037, 0.001, 0.000, 0.000, 0.001, 0.003, 0.002, 0.000, 0.000, -0.006, 0.004, 0.001, 0.002, 0.000, 0.013, 0.042, 0.006, -0.002, 0.008, 0.477, 0.009, 0.000, -0.002, 0.004, 0.003, 0.029, -0.002, 0.040, 0.010, 0.042, 0.033]
}

{
  "formula": "C36H50BN6OPtS",
  "method": "ωB97M-V/def2-TZVPD",
  "total_charge": 3,
  "relative_energy_kcal_mol": 0.00,
  "e_lumo_ev": -10.85,
  "species": ["Pt", "C", "C", "C", "C", "N", "N", "B", "N", "N", "C", "C", "C", "C", "C", "C", "C", "C", "N", "N", "C", "C", "C", "C", "C", "C", "C", "C", "C", "C", "C", "C", "H", "H", "H", "H", "H", "H", "H", "H", "H", "H", "H", "H", "H", "H", "H", "H", "H", "H", "H", "H", "H", "H", "H", "H", "H", "H", "H", "H", "H", "H", "H", "H", "H", "H", "H", "H", "H", "H", "H", "H", "O", "S", "C", "C", "C", "C", "C", "C", "C", "C", "C", "C", "C", "C", "H", "H", "H", "H", "H", "H", "H", "H", "H", "H"],
  "positions_angstrom": [[0.202, -0.725, -0.263], [2.365, 2.870, 3.018], [2.160, 2.140, 1.739], [2.706, 2.397, 0.474], [2.279, 1.385, -0.371], [1.522, 0.561, 0.384], [1.433, 1.018, 1.655], [0.813, -0.002, 2.654], [-0.716, -0.023, 2.359], [-1.051, -0.689, 1.230], [-2.387, -0.844, 1.140], [-2.921, -0.260, 2.276], [-1.846, 0.235, 3.030], [-1.853, 0.874, 4.372], [-2.952, -1.752, 0.087], [-3.752, -2.856, 0.809], [-1.779, -2.451, -0.599], [-3.852, -1.020, -0.910], [1.359, -1.403, 2.243], [1.209, -1.961, 0.979], [1.811, -3.165, 0.955], [2.354, -3.374, 2.224], [2.058, -2.272, 2.999], [2.410, -2.014, 4.422], [1.927, -4.166, -0.181], [1.351, -5.502, 0.321], [3.425, -4.334, -0.493], [1.200, -3.798, -1.472], [2.723, 0.921, -1.730], [4.244, 0.663, -1.643], [2.439, 1.931, -2.840], [2.062, -0.435, -1.985], [3.122, 3.639, 2.890], [2.689, 2.193, 3.807], [1.441, 3.349, 3.342], [3.401, 3.184, 0.234], [1.052, 0.270, 3.780], [-3.953, -0.270, 2.581], [-2.846, 0.810, 4.810], [-1.577, 1.927, 4.301], [-1.147, 0.387, 5.042], [-3.158, -3.346, 1.580], [-4.078, -3.606, 0.088], [-4.644, -2.437, 1.272], [-1.241, -3.106, 0.083], [-1.087, -1.721, -1.160], [-2.082, -3.033, -1.472], [-4.558, -0.372, -0.391], [-4.425, -1.743, -1.490], [-3.271, -0.407, -1.599], [2.901, -4.242, 2.546], [2.969, -2.860, 4.815], [1.517, -1.883, 5.032], [3.028, -1.123, 4.521], [1.873, -5.864, 1.205], [1.457, -6.256, -0.458], [0.291, -5.414, 0.566], [3.986, -4.664, 0.379], [3.868, -3.401, -0.847], [3.549, -5.085, -1.273], [0.120, -3.747, -1.349], [1.383, -4.588, -2.200], [1.566, -2.882, -1.929], [4.783, 1.600, -1.515], [4.591, 0.204, -2.569], [4.493, 0.003, -0.812], [2.798, 2.920, -2.559], [1.374, 2.005, -3.068], [2.965, 1.633, -3.747], [2.482, -1.198, -1.333], [2.182, -0.788, -3.012], [0.917, -0.372, -1.956], [-0.868, 0.633, -1.341], [-0.928, 2.158, -0.885], [-2.625, 2.508, -0.597], [-3.594, 2.475, -1.599], [-4.888, 2.834, -1.279], [-5.202, 3.239, 0.018], [-4.228, 3.282, 1.004], [-2.926, 2.913, 0.700], [-0.554, 3.035, -2.366], [0.162, 4.214, -2.201], [0.432, 4.990, -3.320], [-0.006, 4.577, -4.570], [-0.713, 3.386, -4.718], [-0.999, 2.604, -3.614], [-3.347, 2.184, -2.610], [-5.655, 2.819, -2.040], [-6.215, 3.538, 0.252], [-4.477, 3.619, 2.000], [-2.150, 2.959, 1.454], [0.498, 4.527, -1.220], [0.979, 5.915, -3.214], [0.204, 5.185, -5.439], [-1.045, 3.073, -5.698], [-1.530, 1.669, -3.727]],
  "atomic_forces_ev_per_a": [[-0.166, -0.144, 0.185], [-0.007, 0.014, -0.026], [0.179, -0.081, -0.075], [-0.086, 0.013, -0.064], [0.241, -0.101, 0.233], [-0.128, 0.446, 0.114], [-0.141, -0.094, -0.108], [-0.052, -0.044, -0.039], [0.115, -0.005, -0.172], [-0.141, 0.353, 0.122], [0.080, -0.061, 0.233], [0.072, -0.054, 0.058], [-0.128, -0.154, -0.008], [-0.016, 0.016, -0.034], [-0.124, 0.034, -0.018], [-0.019, 0.015, -0.084], [-0.280, -0.210, 0.267], [0.066, 0.074, -0.077], [-0.020, 0.039, -0.030], [-0.001, 0.138, 0.125], [0.080, -0.150, 0.062], [-0.043, 0.004, -0.074], [0.007, 0.003, -0.037], [0.016, -0.035, -0.009], [0.025, 0.027, 0.011], [0.026, 0.006, -0.012], [-0.035, 0.001, -0.005], [-0.033, -0.075, -0.009], [0.054, 0.095, 0.042], [-0.054, 0.009, -0.058], [-0.073, -0.099, -0.112], [0.207, -0.199, 0.039], [-0.003, 0.001, -0.004], [0.011, -0.018, 0.025], [-0.017, 0.006, 0.009], [0.020, 0.047, -0.009], [0.005, 0.004, 0.018], [-0.053, 0.013, 0.014], [-0.001, 0.000, -0.004], [0.009, 0.024, 0.007], [0.019, -0.014, 0.026], [0.012, -0.008, 0.021], [-0.017, -0.012, -0.007], [-0.001, 0.017, -0.001], [0.084, 0.083, -0.036], [0.074, 0.031, -0.226], [0.000, 0.042, -0.042], [-0.009, -0.020, 0.017], [0.009, -0.017, -0.019], [-0.009, 0.025, 0.031], [0.020, -0.042, 0.006], [-0.002, -0.002, -0.004], [-0.016, 0.010, 0.013], [0.006, 0.020, 0.005], [0.013, -0.004, 0.010], [0.000, -0.012, -0.013], [-0.028, 0.004, 0.010], [-0.001, 0.000, 0.023], [0.013, 0.027, -0.009], [0.002, -0.012, -0.015], [0.060, -0.039, -0.001], [0.006, -0.007, -0.010], [0.012, 0.039, -0.028], [-0.005, 0.019, 0.004], [0.009, -0.002, -0.019], [-0.003, -0.009, 0.029], [0.022, -0.004, 0.004], [0.307, -0.083, -0.012], [0.025, -0.030, -0.015], [0.136, -0.045, -0.018], [-0.086, -0.030, -0.003], [0.282, -0.004, -0.443], [-0.107, -0.071, -0.019], [-0.103, 0.224, 0.028], [0.046, -0.004, 0.027], [-0.004, -0.041, 0.020], [-0.007, -0.001, 0.033], [0.001, -0.007, -0.006], [0.018, -0.010, -0.009], [-0.053, -0.047, 0.006], [-0.250, 0.137, 0.059], [-0.133, 0.041, -0.021], [-0.052, -0.035, 0.031], [0.007, -0.018, 0.003], [0.038, 0.005, 0.021], [0.040, -0.005, 0.019], [-0.016, 0.022, 0.000], [-0.015, -0.001, -0.020], [-0.017, 0.007, 0.003], [-0.010, 0.011, 0.028], [0.044, 0.013, 0.019], [0.016, 0.005, 0.044], [0.027, 0.033, 0.005], [0.007, 0.006, -0.014], [-0.005, -0.012, -0.027], [0.002, -0.032, -0.006]],
  "lowdin_charge": [1.546, 0.031, -0.200, 0.089, -0.206, -0.088, 0.072, -0.430, 0.074, -0.073, -0.190, 0.087, -0.209, 0.031, -0.506, 0.002, -0.044, 0.000, 0.052, -0.040, -0.176, 0.066, -0.217, 0.017, -0.526, -0.014, -0.012, -0.042, -0.497, 0.003, 0.002, -0.061, 0.104, 0.098, 0.104, 0.145, 0.129, 0.145, 0.104, 0.101, 0.098, 0.105, 0.108, 0.106, 0.093, 0.044, 0.139, 0.102, 0.108, 0.071, 0.139, 0.103, 0.100, 0.099, 0.093, 0.106, 0.093, 0.096, 0.088, 0.106, 0.051, 0.113, 0.049, 0.106, 0.109, 0.102, 0.105, 0.060, 0.113, 0.071, 0.142, 0.050, -0.614, 1.139, -0.390, -0.056, -0.025, -0.016, -0.038, -0.085, -0.431, -0.082, -0.030, -0.013, -0.023, -0.086, 0.110, 0.129, 0.129, 0.123, 0.106, 0.120, 0.127, 0.129, 0.128, 0.116]
}